Entry 1:
{
  "formula": "C26H39AsBrNO15P2SSn",
  "method": "ωB97M-V/def2-TZVPD",
  "homo_lumo_gap_ev": 8.5,
  "energy_ha": -8302.7217,
  "max_force_ev_per_a": 0.27,
  "e_above_lowest_kcal_mol": 0.0,
  "elements": ["Sn", "Br", "As", "S", "P", "P", "O", "O", "O", "O", "O", "O", "O", "O", "O", "O", "O", "O", "O", "O", "O", "N", "C", "C", "C", "C", "C", "C", "C", "C", "C", "C", "C", "C", "C", "C", "C", "C", "C", "C", "C", "C", "C", "C", "C", "C", "C", "C", "H", "H", "H", "H", "H", "H", "H", "H", "H", "H", "H", "H", "H", "H", "H", "H", "H", "H", "H", "H", "H", "H", "H", "H", "H", "H", "H", "H", "H", "H", "H", "H", "H", "H", "H", "H", "H", "H", "H"],
  "positions_angstrom": [[-0.6964, 0.7323, -0.9912], [1.4974, -1.4618, -6.5507], [-3.4448, 1.2653, 0.9926], [-2.3604, 3.1181, -1.8097], [2.0116, 0.0778, 0.9038], [0.0858, -2.2179, 1.2981], [-1.8002, 0.9689, 0.7126], [-3.9333, 0.9076, 2.5076], [3.2486, 0.7090, 1.6462], [2.5682, -0.7276, -0.2976], [-2.4465, 3.9818, -2.9539], [2.8837, 0.7922, -3.5160], [-2.8563, 1.7491, -1.9761], [1.7591, -1.0720, -3.2358], [0.3518, -2.6553, -2.8421], [0.9889, -3.4884, 1.0944], [1.0173, 1.1012, 0.4730], [-0.5491, -1.6506, 0.0861], [-0.9840, 3.0310, -1.2374], [-0.9105, -2.6481, 2.4421], [-4.3281, 0.2244, -0.1163], [0.4497, -1.7292, -3.5080], [-0.6990, 2.4409, -5.2566], [-4.6020, 3.7454, 1.5248], [3.4374, 3.1159, 1.5812], [-3.7131, 5.1772, -0.6766], [0.4369, -5.6488, 1.9996], [-2.0498, -1.7553, 2.7502], [-1.0218, 1.8094, -6.4478], [-3.3733, 3.8423, -0.5371], [3.8281, -1.4291, -0.5434], [-3.8227, 3.1113, 0.5647], [-2.1284, -1.6221, 4.2500], [4.8933, -0.4221, -0.9140], [4.1976, -2.3127, 0.6292], [0.2516, 1.8816, -4.4187], [-0.3857, 0.6333, -6.8178], [0.8577, 0.6737, -4.7481], [-0.7682, -4.8171, -0.0582], [0.5519, 0.0764, -5.9671], [1.2552, -1.0668, 2.0618], [3.9858, 1.7670, 3.6544], [1.9135, 0.1609, -3.8171], [0.5261, -4.8294, 0.7295], [-4.4973, 5.7989, 0.2854], [-3.2881, -2.3617, 2.1331], [3.0893, 1.9281, 2.4492], [-4.9408, 5.0846, 1.3840], [2.0165, -1.6375, 2.5940], [-0.6963, -4.1825, -0.9380], [-1.6004, -4.4727, 0.5569], [-2.3453, -2.5855, 4.7152], [5.0248, 1.6637, 3.3390], [-1.1933, -1.2394, 4.6612], [5.1360, 0.2131, -0.0621], [-4.9605, -0.2513, 0.4401], [3.3897, -3.0042, 0.8683], [0.5233, 2.3844, -3.4981], [-2.9252, -0.9182, 4.4898], [-0.3480, -5.2561, 2.6461], [4.4411, -1.7131, 1.5087], [4.4662, 3.0337, 1.2274], [-3.1970, -2.3952, 1.0469], [3.3412, 4.0361, 2.1588], [0.2009, -6.6851, 1.7543], [5.0815, -2.8964, 0.3700], [0.7007, -0.4650, 2.7875], [5.7974, -0.9526, -1.2181], [-4.7614, 6.8418, 0.1693], [3.5780, -2.0410, -1.4101], [2.7673, 3.1738, 0.7253], [2.0422, 1.9906, 2.7570], [-3.4463, -3.3718, 2.5163], [1.3824, -5.6282, 2.5404], [-1.8511, -0.7832, 2.2995], [-3.3682, 5.7152, -1.5484], [3.9051, 2.6454, 4.2948], [-1.1983, 3.3530, -4.9637], [-1.7654, 2.2404, -7.1048], [-0.9853, -5.8367, -0.3790], [-4.9322, 3.1742, 2.3838], [4.5550, 0.1916, -1.7470], [1.3326, -5.2013, 0.0963], [-5.5534, 5.5649, 2.1357], [3.7070, 0.8886, 4.2362], [-4.1441, -1.7403, 2.3973], [-0.6041, 0.1572, -7.7632]]
}

Entry 2:
{
  "formula": "C4H5CuO3",
  "method": "ωB97M-V/def2-TZVPD",
  "homo_lumo_gap_ev": [4.5, 4.5],
  "charge": 1,
  "spin_multiplicity": 2,
  "energy_ha": -2020.9288,
  "max_force_ev_per_a": 1.98,
  "e_above_lowest_kcal_mol": 193.5,
  "elements": ["Cu", "O", "O", "O", "C", "C", "C", "C", "H", "H", "H", "H", "H"],
  "positions_angstrom": [[2.1861, -3.1657, -0.5920], [0.9134, -1.2932, -0.7747], [-0.9603, -0.6152, -1.8048], [-0.3364, 0.4631, -0.0080], [0.7821, 3.3951, 2.7416], [-0.0170, -0.5556, -0.9348], [-1.3832, -1.8220, -2.3199], [0.1710, 0.5072, 1.2011], [0.8242, -0.3827, 1.3216], [0.7332, 3.5666, 3.8335], [-1.4718, -2.6400, -1.6085], [-1.7339, -1.7368, -3.3438], [0.2926, 4.2793, 2.2886]]
}

Entry 3:
{
  "formula": "C14H19ClN3O4",
  "method": "ωB97M-V/def2-TZVPD",
  "homo_lumo_gap_ev": 7.3,
  "charge": -1,
  "energy_ha": -1470.4318,
  "max_force_ev_per_a": 1.43,
  "elements": ["Cl", "O", "O", "O", "O", "N", "N", "N", "C", "C", "C", "C", "C", "C", "C", "C", "C", "C", "C", "C", "C", "C", "H", "H", "H", "H", "H", "H", "H", "H", "H", "H", "H", "H", "H", "H", "H", "H", "H", "H", "H"],
  "positions_angstrom": [[-5.5857, 1.8234, 0.8448], [3.6375, 0.9992, 1.0238], [2.1618, -3.4524, 1.3410], [2.9915, -3.3864, 3.3961], [-0.6668, 0.4168, 2.1699], [2.3698, -0.7928, 0.4365], [-0.7817, 0.1214, -3.4825], [1.0047, 1.6838, 1.4098], [1.2499, -0.8034, 1.4012], [-4.8030, 1.1065, -1.6742], [-3.3491, 0.4293, 0.1287], [0.4682, 0.4957, 1.7013], [4.5842, -0.5837, -0.4556], [-4.5113, 1.0702, -0.3071], [-3.9425, 0.5005, -2.5992], [0.3530, 2.9672, 1.6521], [-2.7809, -0.1556, -2.1636], [1.7024, -1.5131, 2.6906], [-2.4901, -0.1805, -0.7911], [-1.8505, -0.8219, -3.1407], [2.3327, -2.8962, 2.4542], [3.4744, -0.0498, 0.4145], [-0.4630, 0.6083, -2.6432], [-3.1048, 0.4071, 1.1877], [4.2437, -0.6288, -1.4871], [0.8386, -1.6376, 3.3455], [0.9784, 3.7790, 1.2806], [2.4253, -0.8765, 3.2043], [1.9716, 1.6784, 1.1027], [-0.6144, 2.9871, 1.1468], [-1.4261, -1.7239, -2.6854], [-1.5925, -0.6709, -0.4236], [-5.7008, 1.6121, -2.0127], [0.5004, -1.4643, 0.9647], [-0.0058, -0.3548, -3.9399], [2.4568, -1.6845, -0.0362], [4.8462, -1.5825, -0.1077], [-4.1733, 0.5415, -3.6591], [5.4495, 0.0702, -0.3707], [-2.3915, -1.1289, -4.0421], [0.1932, 3.0908, 2.7247]]
}

Entry 4:
{
  "formula": "C20H22ClN3O5S",
  "method": "ωB97M-V/def2-TZVPD",
  "homo_lumo_gap_ev": 9.0,
  "energy_ha": -2174.1952,
  "max_force_ev_per_a": 1.00,
  "e_above_lowest_kcal_mol": 7.7,
  "elements": ["Cl", "S", "O", "O", "O", "O", "O", "N", "N", "N", "C", "C", "C", "C", "C", "C", "C", "C", "C", "C", "C", "C", "C", "C", "C", "C", "C", "C", "C", "C", "H", "H", "H", "H", "H", "H", "H", "H", "H", "H", "H", "H", "H", "H", "H", "H", "H", "H", "H", "H", "H", "H"],
  "positions_angstrom": [[-0.8567, 4.4923, -2.3562], [-2.7550, 3.4400, -0.0478], [2.2764, 0.6335, 2.8875], [1.9889, -1.5502, -2.5119], [-3.5246, 2.6440, 0.8544], [-1.8451, -2.1202, -2.3806], [-3.4041, 4.4844, -0.7718], [1.3359, -2.7211, -0.7061], [-1.0165, -1.8978, -0.2888], [-1.4860, 4.1464, 0.7943], [0.5388, -3.7685, -0.1123], [1.2653, -3.7898, -2.9098], [-0.3954, 0.5530, -2.6808], [1.3045, 1.4745, 2.4292], [-1.0133, 2.7980, -2.1216], [1.5541, -2.5865, -2.0485], [1.7046, 2.4058, 1.4706], [0.7964, 3.2909, 0.9306], [-0.9500, -3.3375, -0.1280], [-1.9901, 0.9595, -0.9291], [-0.2754, 1.9141, -2.8968], [-1.8752, 2.3169, -1.1495], [1.3551, -1.5247, 0.1143], [-1.2428, 0.0676, -1.6898], [-0.0888, -1.2099, 0.5806], [-0.5351, 3.2678, 1.3393], [-0.0252, 1.4531, 2.8369], [1.9683, -0.2303, 3.9540], [-1.3850, -1.4126, -1.5071], [-0.9357, 2.3422, 2.2926], [-1.4493, -3.6225, 0.8020], [1.2114, -0.9702, 3.6719], [1.6413, -3.5863, -3.9088], [2.0189, -1.6735, 0.9706], [2.8983, -0.7426, 4.1961], [1.7425, -4.6870, -2.5246], [-0.3679, 0.7533, 3.5821], [0.8877, -3.8995, 0.9168], [-2.6732, 0.6260, -0.1633], [1.7492, -0.7157, -0.5031], [0.6739, -4.7104, -0.6385], [-1.9696, 2.3216, 2.5946], [1.1190, 4.0107, 0.1927], [0.1948, -0.1367, -3.2644], [-0.2695, -0.1367, 0.5713], [0.3915, 2.2930, -3.6542], [1.6218, 0.3226, 4.8324], [-0.2610, -1.5818, 1.5945], [0.1891, -3.9427, -2.9701], [2.7376, 2.4150, 1.1627], [-1.0895, 4.9079, 0.2614], [-1.4849, -3.7795, -0.9701]]
}

Entry 5:
{
  "formula": "C38H30BrF5O3",
  "method": "ωB97M-V/def2-TZVPD",
  "homo_lumo_gap_ev": 8.0,
  "energy_ha": -4765.0487,
  "max_force_ev_per_a": 2.73,
  "e_above_lowest_kcal_mol": 0.0,
  "elements": ["Br", "F", "F", "F", "F", "F", "O", "O", "O", "C", "C", "C", "C", "C", "C", "C", "C", "C", "C", "C", "C", "C", "C", "C", "C", "C", "C", "C", "C", "C", "C", "C", "C", "C", "C", "C", "C", "C", "C", "C", "C", "C", "C", "C", "C", "C", "C", "H", "H", "H", "H", "H", "H", "H", "H", "H", "H", "H", "H", "H", "H", "H", "H", "H", "H", "H", "H", "H", "H", "H", "H", "H", "H", "H", "H", "H", "H"],
  "positions_angstrom": [[1.7810, -0.1125, -1.9697], [2.7424, -4.0620, 3.5594], [-0.7495, 6.5196, -5.2413], [-0.8225, -1.6279, -0.6793], [-1.5891, -3.7833, 5.0335], [-1.3318, 1.4420, 3.3566], [0.6728, 2.2276, -6.8675], [1.9450, -2.2249, -3.7777], [-2.3199, 0.7018, -2.8693], [-2.8405, -3.6304, 1.5596], [-0.4105, 2.9422, -4.8673], [-0.2851, -1.3338, -3.7288], [1.0784, -7.8017, 3.8403], [1.6311, 3.3468, 2.5247], [-1.4419, 1.0997, -3.5699], [-1.7859, -1.9742, 0.1995], [-0.4615, 0.1291, -4.2383], [1.1103, 6.9191, -6.6298], [-1.1897, 2.5877, -3.8508], [1.6561, 7.5519, -7.7380], [-0.6877, -1.6072, 5.0070], [2.9138, -6.3822, 3.2047], [2.3155, 2.4230, 1.7449], [0.3955, 3.0190, 3.0669], [-1.0109, 7.9745, -7.0744], [-0.4595, 8.6143, -8.1759], [0.5343, -2.1235, 7.4505], [-3.7508, -2.6777, 1.9997], [-0.2170, 7.1376, -6.3145], [-0.8390, -2.8318, 5.6268], [2.3515, -7.6477, 3.3050], [-1.8536, -3.2792, 0.6488], [-0.1351, 1.7647, 2.8287], [0.9322, -5.4261, 4.1917], [-2.6803, -1.0136, 0.6307], [0.3687, -6.6913, 4.2808], [0.3159, 0.4894, -5.2633], [-3.6729, -1.3705, 1.5335], [2.1969, -5.2879, 3.6518], [0.6905, -0.8843, 6.8414], [0.0783, -0.6262, 5.6218], [-0.2395, -3.1032, 6.8426], [0.5375, 0.8334, 2.0605], [1.7684, 1.1675, 1.5120], [1.2134, -1.4542, -3.3223], [0.8721, 8.4013, -8.5089], [0.2433, 1.9175, -5.7997], [1.2911, -0.1196, 7.3186], [-2.8987, -4.6475, 1.9263], [1.0134, -0.2326, -5.7198], [-2.5973, 0.0014, 0.2618], [2.2989, 0.4474, 0.9024], [-0.9440, -1.5185, -2.8600], [3.9011, -6.2408, 2.7833], [2.9058, -8.5135, 2.9653], [1.3009, 8.8975, -9.3709], [-4.5230, -2.9531, 2.7075], [-0.3791, -4.0724, 7.3052], [0.1957, 0.3397, 5.1484], [-1.1663, -1.4259, 4.0517], [-0.6254, -6.8104, 4.6943], [-0.1564, 3.7292, 3.6698], [-1.6760, 3.3205, -3.1927], [0.6395, -8.7894, 3.9139], [1.7073, 6.2598, -6.0123], [3.2771, 2.6808, 1.3180], [2.0595, 4.3237, 2.7108], [0.3969, -4.5519, 4.5378], [1.0149, -2.3265, 8.3992], [2.6928, 7.3831, -8.0001], [-1.0692, 9.2793, -8.7745], [0.0986, -0.1433, 1.8946], [-2.0490, 8.1212, -6.8042], [-0.2082, 4.0100, -5.0531], [-1.1397, -4.0094, 0.2882], [-0.5475, -2.0617, -4.5201], [-4.3847, -0.6293, 1.8741]]
}

Entry 6:
{
  "formula": "C36H86BClNO13P2",
  "method": "ωB97M-V/def2-TZVPD",
  "homo_lumo_gap_ev": 6.3,
  "charge": -1,
  "energy_ha": -3623.8712,
  "max_force_ev_per_a": 1.79,
  "elements": ["Cl", "P", "P", "O", "O", "O", "O", "O", "O", "O", "O", "O", "O", "O", "O", "O", "N", "C", "C", "C", "C", "C", "C", "C", "C", "C", "C", "C", "C", "C", "C", "C", "C", "C", "C", "C", "C", "C", "C", "C", "C", "C", "C", "C", "C", "C", "C", "C", "C", "C", "C", "C", "C", "B", "H", "H", "H", "H", "H", "H", "H", "H", "H", "H", "H", "H", "H", "H", "H", "H", "H", "H", "H", "H", "H", "H", "H", "H", "H", "H", "H", "H", "H", "H", "H", "H", "H", "H", "H", "H", "H", "H", "H", "H", "H", "H", "H", "H", "H", "H", "H", "H", "H", "H", "H", "H", "H", "H", "H", "H", "H", "H", "H", "H", "H", "H", "H", "H", "H", "H", "H", "H", "H", "H", "H", "H", "H", "H", "H", "H", "H", "H", "H", "H", "H", "H", "H", "H", "H", "H"],
  "positions_angstrom": [[-1.2402, 3.2238, -0.2301], [-1.2791, 4.6226, 1.3581], [-2.0929, 3.3313, 6.4016], [-2.5382, 2.4518, 2.5244], [6.6276, -3.6938, -2.6848], [-1.9000, 6.0055, 0.6678], [-2.5220, 4.2871, 3.9275], [-7.3446, -1.2051, 1.6773], [2.5232, -0.8744, -1.3396], [-3.0641, -3.4247, 4.4901], [0.5401, 1.8004, 2.4889], [-6.1795, 4.2273, 6.0750], [5.4006, 3.0782, -12.5644], [-0.8244, -6.0430, 8.6453], [-1.2663, 2.2106, 6.9005], [4.1580, 3.5202, -7.2944], [-1.1162, 1.3097, 4.0660], [4.7311, 2.6138, -13.7207], [-4.9193, 4.3350, 5.4994], [3.9370, 5.0110, -12.1520], [-3.2478, -3.8851, 5.8126], [-4.3661, 3.0877, 4.8499], [-0.5001, -4.6663, 8.7584], [0.4839, -4.1821, 7.7077], [-9.2213, -1.2038, 0.0868], [-3.2420, -5.3991, 5.9394], [0.9886, -6.8731, 10.0879], [1.8583, -1.3210, -2.5016], [0.2543, -6.9485, 8.7592], [5.3469, 4.4733, -12.3273], [-6.7799, 1.1771, 1.3728], [2.4088, -0.7316, -3.7897], [3.5473, 1.4949, -8.5480], [1.1057, 1.1139, -0.9537], [0.0180, 2.0200, 3.5788], [-6.5336, -0.2689, 0.9812], [-4.0287, -3.8092, 3.5317], [-1.0887, -0.0903, 3.6659], [4.7368, 2.3191, -5.2233], [2.4968, 0.5293, -1.1037], [6.0723, -4.8610, -0.5905], [7.1297, -4.2150, -1.4705], [-2.3971, 1.9610, 3.7900], [5.2506, 3.2095, -15.0185], [-5.4321, -3.3320, 3.8586], [5.6379, -2.6833, -2.5631], [-8.7408, -1.0664, 1.5226], [6.0991, -1.4491, -1.8109], [0.5770, 3.1033, 4.4587], [-6.0730, 4.9486, 4.8480], [-2.8466, 3.1835, 4.7171], [3.6933, 3.0669, -6.0346], [4.6096, 2.5198, -8.1879], [-2.7300, 3.9421, 2.5098], [-5.4463, -2.2475, 3.9698], [-3.1457, 1.1932, 4.0039], [3.2067, 0.9337, -7.6770], [-6.0844, 6.0198, 4.9746], [-5.5054, -0.5344, 1.2255], [-0.1368, -4.4437, 9.7680], [3.9442, 0.7817, -9.2714], [0.5704, 0.6252, -0.1404], [3.4729, -0.9563, -3.8874], [3.9628, 6.0781, -11.9300], [5.5663, -5.6628, -1.1302], [5.3751, -2.4070, -3.5847], [-4.0605, -5.8594, 5.3829], [0.5122, 0.9942, -1.8632], [1.7777, -7.6252, 10.1246], [-0.1831, -7.9412, 8.6471], [-10.3090, -1.1296, 0.0452], [5.1128, 4.2906, -15.0578], [-2.4171, -3.4747, 6.3883], [-4.2137, 5.0092, 5.9498], [-2.3089, -5.8091, 5.5505], [-2.0806, -0.5025, 3.5152], [0.6585, -3.1121, 7.8208], [3.0503, 0.6800, -0.1767], [-8.9194, -2.1680, -0.3249], [-6.1177, -3.6049, 3.0561], [6.3651, -1.6742, -0.7775], [2.7913, 2.4572, -6.1577], [-3.3421, -5.6924, 6.9850], [6.5327, -5.2780, 0.3061], [5.9077, 4.6421, -11.4079], [-1.2158, 6.3971, 0.1242], [1.4859, 3.4932, 4.0218], [2.6767, 1.9872, -8.9842], [-4.1621, -3.4600, 6.2429], [5.0670, 1.4072, -5.7234], [-0.5110, -0.2875, 2.7647], [-3.8689, 4.2321, 2.1534], [1.9857, -2.4050, -2.5185], [3.0552, 1.0541, -1.8911], [4.8836, 1.5346, -13.7335], [-3.1786, 3.5047, 7.2917], [-5.8110, -3.7654, 4.7862], [-4.8613, 3.0149, 3.8885], [0.7269, 2.7657, 5.4801], [2.2965, 0.3530, -3.8205], [1.4514, -5.8980, 10.2443], [3.4347, 4.4945, -11.3331], [-3.7053, -3.3515, 2.5965], [0.2985, -7.0480, 10.9145], [-6.6421, -0.4027, -0.1011], [6.3169, 3.0076, -15.1299], [-9.0818, -0.1181, 1.9539], [4.9191, 3.0426, -9.0937], [5.3025, -0.7052, -1.7938], [-6.6249, 1.3123, 2.4441], [0.7817, -1.1344, -2.4216], [-1.4379, -4.1230, 8.6409], [-1.4379, 4.5837, 6.3985], [-0.6361, -0.6777, 4.4663], [7.8682, -4.9653, -1.7561], [1.1652, 2.1754, -0.7347], [3.6511, 2.7749, -13.6267], [-9.1837, -1.8599, 2.1262], [0.9528, -6.8188, 7.9247], [5.8758, 5.0162, -13.1191], [5.5057, 2.0296, -7.7906], [1.8840, -1.1475, -4.6514], [4.7297, -3.0920, -2.1076], [5.6165, 2.9440, -5.0626], [4.7228, 2.7751, -15.8683], [-7.7977, 1.4976, 1.1415], [-8.8101, -0.4259, -0.5574], [3.3314, 4.8734, -13.0490], [4.3267, 2.0355, -4.2534], [-6.0924, 1.8324, 0.8382], [-6.5611, 4.4187, 4.0506], [-0.1381, 3.9270, 4.4857], [-4.0085, -4.8943, 3.3713], [-4.6914, 2.2545, 5.4767], [3.3897, 3.9624, -5.4930], [0.0926, -4.3666, 6.7059], [7.6708, -3.4396, -0.9159], [1.4476, -4.6879, 7.7837], [6.9780, -1.0136, -2.2908], [5.3129, -4.1463, -0.2720]]
}